DFT (the ωB97M-V functional and the def2-TZVPD basis) results for a structure of composition C17H19BrN9NiO3S.

```
51
Properties=species:S:1:pos:R:3:forces:R:3:lowdin_charge:R:1
Ni -0.394 0.632 -0.986 -0.2 -0.2 -0.1 0.517
Br -4.019 4.958 -1.370 0.0 0.0 0.0 0.838
C -3.729 3.107 -1.368 -0.1 0.0 0.0 -0.661
C -4.784 2.213 -1.451 0.0 0.0 0.0 -0.063
C -4.504 0.855 -1.440 0.0 0.0 0.0 -0.012
C -3.192 0.440 -1.351 0.0 0.0 0.0 -0.115
N -2.181 1.315 -1.281 0.1 0.0 0.0 -0.072
C -2.437 2.624 -1.275 0.2 0.0 0.0 -0.138
H -5.802 2.573 -1.514 0.0 0.0 0.0 0.122
H -5.296 0.122 -1.493 0.0 0.0 0.0 0.126
H -2.930 -0.610 -1.331 0.0 0.0 0.0 0.132
H -1.593 3.294 -1.193 0.0 0.0 0.0 0.122
N 1.367 -0.239 -0.684 -0.2 -0.2 -0.1 0.039
C 1.827 -0.883 0.553 0.0 0.1 0.1 -0.295
C 2.128 -2.235 0.571 -0.4 0.0 0.0 -0.024
C 2.545 -2.827 1.760 0.0 0.0 0.1 -0.028
C 2.700 -2.052 2.897 0.0 0.0 0.1 -0.236
C 2.506 -0.679 2.828 -0.1 0.1 0.0 -0.057
C 2.052 -0.087 1.666 0.2 0.3 -0.2 -0.058
S 3.086 -2.736 4.528 0.5 0.4 -0.2 0.415
O 1.755 -2.820 5.120 -0.5 0.0 0.1 -0.372
O 3.915 -1.705 5.126 -0.2 -0.2 -0.1 -0.340
O 3.720 -4.001 4.252 -0.1 0.0 0.0 -0.324
H 1.355 -0.960 -1.405 0.1 0.0 0.0 0.103
H 2.102 0.409 -0.955 -0.1 0.1 0.0 0.099
H 1.994 -2.843 -0.319 0.0 0.0 0.0 0.114
H 2.754 -3.888 1.814 0.0 0.0 0.0 0.122
H 2.738 -0.096 3.706 0.0 0.1 0.1 0.115
H 1.957 0.996 1.589 -0.2 -0.2 0.1 0.116
N -0.566 0.371 4.593 -0.1 0.1 -0.1 0.223
C -1.001 -0.712 3.945 0.4 -0.1 0.1 -0.461
N -0.896 -1.891 4.507 -0.3 -0.1 0.0 0.232
N -1.575 -0.655 2.727 -0.2 0.3 -0.1 0.155
C -1.206 0.100 1.782 0.2 -0.5 0.0 -0.280
N -0.912 0.696 0.817 0.3 0.1 -0.1 0.104
H -0.103 0.298 5.484 0.1 -0.1 0.0 0.135
H -0.712 1.288 4.210 0.0 0.0 0.0 0.123
H -0.373 -2.038 5.357 0.3 -0.1 0.0 0.111
H -1.084 -2.702 3.941 0.1 0.0 0.0 0.138
N 2.713 1.107 -5.280 0.0 0.0 0.0 0.169
C 1.460 0.965 -4.809 -0.1 0.0 -0.1 -0.343
C 1.201 0.821 -3.431 0.2 0.1 0.0 -0.043
N -0.027 0.639 -2.963 0.0 0.2 0.3 0.002
C -1.026 0.605 -3.859 -0.1 -0.2 -0.1 -0.095
C -0.762 0.779 -5.206 0.1 0.0 0.0 -0.075
N 0.456 0.969 -5.690 -0.1 -0.1 0.1 0.155
H 3.514 1.158 -4.678 0.0 0.0 0.0 0.115
H 2.840 1.246 -6.268 0.0 0.0 0.0 0.123
H 2.027 0.896 -2.740 -0.1 0.0 -0.1 0.107
H -2.027 0.411 -3.521 0.0 0.1 0.0 0.094
H -1.580 0.772 -5.916 0.0 0.0 0.0 0.125
```
Forces are in eV/Å.

Computed properties:
* HOMO (spin up / spin down): -10.154 / -10.154 eV
* lowest unoccupied orbital energy (spin up / spin down): -0.15037 / -0.15017 Ha
* net charge: +1
* F_max: 0.7 eV Å⁻¹
* total energy: -159406.27309 eV